Density functional theory data (ωB97M-V/def2-TZVPD) for C35H30AlI2N8O5S2 as an isolated structure.

```
! wB97M-V def2-TZVPD RIJCOSX def2/J DEFGRID3
* xyz 1 1
Al -0.0256 -1.2927 -0.2826
I -3.4083 -4.8821 -0.4722
C -2.5041 -4.0047 1.1996
C -2.6881 -4.5358 2.4844
C -2.0871 -3.9646 3.5762
I -2.4188 -4.8125 5.4745
C -1.2574 -2.8290 3.4285
C -0.5999 -2.1347 4.4666
C 0.1744 -1.0440 4.1717
C 0.3318 -0.6450 2.8372
N -0.2536 -1.2704 1.8418
C -1.0621 -2.3274 2.1206
C -1.7075 -2.8958 0.9834
O -1.4941 -2.3381 -0.1826
H -3.3137 -5.4090 2.6093
H -0.7179 -2.4689 5.4886
H 0.6720 -0.4923 4.9566
H 0.9542 0.2047 2.5855
N 1.4441 1.1417 -5.0538
C 0.3825 0.3824 -5.4146
O -0.2951 0.5809 -6.4009
C 0.1161 -0.7846 -4.4973
C -0.2165 -2.0249 -5.0255
C -0.4380 -3.0839 -4.1602
C -0.3450 -2.8690 -2.7988
N -0.0526 -1.6694 -2.2868
C 0.1727 -0.6496 -3.1230
H 1.6507 1.9508 -5.6159
H 1.8979 1.0564 -4.1574
H -0.3076 -2.1401 -6.0978
H -0.6851 -4.0668 -4.5345
H -0.5146 -3.6626 -2.0841
H 0.3964 0.2997 -2.6612
C -3.2226 4.2792 0.3573
N -2.1208 3.4449 -0.0823
N -2.1697 2.0739 -0.0537
C -0.9266 1.5866 -0.3251
O -0.7455 0.3299 -0.3678
C -0.0796 2.6908 -0.5065
C -0.8564 3.8189 -0.3417
C -0.4263 5.2404 -0.3836
C -3.3938 1.3430 -0.1048
C -4.3298 1.6521 -1.0847
C -5.5104 0.9309 -1.1402
C -5.7395 -0.0999 -0.2390
C -4.7859 -0.4161 0.7176
C -3.6086 0.3112 0.7953
H -3.9806 3.6635 0.8311
H -3.6775 4.8068 -0.4811
H -2.8627 5.0082 1.0813
H 0.9516 2.6438 -0.7975
H 0.4667 5.3183 -0.9989
H -0.1744 5.5978 0.6171
H -1.1995 5.8913 -0.7895
H -4.1282 2.4364 -1.8039
H -6.2462 1.1646 -1.8979
H -6.6653 -0.6576 -0.2822
H -4.9617 -1.2267 1.4119
H -2.8500 0.0798 1.5324
N 5.8370 3.1329 3.2585
C 5.1950 2.4163 2.2885
C 3.8177 2.1601 2.3743
C 3.1716 1.4666 1.3727
C 3.8863 1.0227 0.2701
C 5.2497 1.2708 0.1627
C 5.9000 1.9559 1.1651
S 3.0945 0.2055 -1.0747
O 4.0672 -0.6054 -1.7508
O 2.4273 1.2094 -1.8739
N 1.9411 -0.7502 -0.3960
C 2.2896 -2.0327 -0.0974
S 3.8142 -2.8190 0.0386
C 2.9940 -4.2690 0.5338
C 1.6620 -4.0881 0.5260
N 1.2640 -2.8200 0.1652
H 5.3994 3.2805 4.1487
H 6.8398 3.1753 3.2375
H 3.2695 2.5172 3.2381
H 2.1091 1.2678 1.4276
H 5.7825 0.9089 -0.7072
H 6.9642 2.1427 1.0931
H 3.5542 -5.1550 0.7806
H 0.9134 -4.8243 0.7798
*
```

LUMO in eV: -2.627
HOMO energy in eV: -10.131
E in Ha: -3800.29353
Relative energy (zero: lowest compared OMol25 entry of this formula, charge and spin) in eV: 0.444